Entry from the OMol25 dataset: 2 unconnected molecules or ions with the total composition C5H9NO2 (ωB97M-V with the def2-TZVPD basis set).

Spin multiplicity: 3
E_HOMO (alpha / beta), eV: 3.8 / 1.9
Charge: -2
Calculated total energy, a.u.: -400.7545

```
17
Properties=species:S:1:pos:R:3:forces:R:3:mulliken_spin:R:1
C 1.23272 -2.24922 0.22577 2.0 -3.9 -0.9 0.1946
C 0.88974 -1.00203 0.46452 -1.3 0.2 -0.8 0.2935
C -1.91036 1.48854 -0.17283 -1.1 -2.1 -0.6 -0.0008
C -0.29699 -0.47484 -0.29180 -0.6 1.2 -0.4 -0.0883
C -1.08156 0.51240 0.64438 1.5 -0.2 -3.0 0.0431
N 2.07171 0.66097 -0.32477 3.9 -1.0 1.6 0.7974
O 3.36197 0.21141 -0.31408 -1.5 0.0 -1.1 0.3312
O 1.88536 1.68835 0.39122 -1.4 1.2 -0.1 0.4220
H 2.20427 -2.75658 0.57909 -1.2 1.0 -0.2 0.0107
H 0.79935 -2.98287 -0.61174 0.1 1.4 1.2 0.0179
H -1.27422 1.83492 -1.03357 -1.0 0.1 1.0 -0.0011
H -2.85082 0.92866 -0.50890 1.1 0.7 -0.3 -0.0018
H -2.30965 2.18536 0.52187 -0.1 1.6 0.2 -0.0047
H -1.08777 -1.10167 -0.82446 0.8 -0.4 0.7 0.0225
H 0.23600 0.07356 -1.12779 -1.1 -0.1 0.7 -0.0210
H -0.26417 1.06138 1.03132 0.7 0.6 1.2 -0.0181
H -1.60557 -0.07832 1.35176 -0.7 -0.3 0.9 0.0028
```
Positions in Å, forces in eV/Å.